one | ORCA calculation (ωB97M-V with the def2-TZVPD basis set) on a single C2HN3O3 molecule.

Properties
E_HOMO ... -10.863 eV
SMILES ... O=Cn1nnc(=O)o1
Charge ... 0
Gap between HOMO and LUMO ... 0.3532 Eh

The geometry in XYZ format:
```
9
C2HN3O3 | OMol25 | ωB97M-V with the def2-TZVPD basis set
O 2.8706 0.1587 -0.0476
C 1.9352 -0.5793 0.0289
N 0.6084 -0.0958 0.0563
N 0.1700 1.1591 -0.0107
N -1.0781 1.1890 0.0215
C -1.5829 -0.0948 0.0011
O -2.7014 -0.4766 -0.0191
O -0.4137 -0.9394 -0.0274
H 1.9397 -1.6634 0.1028
```

two | ORCA calculation (ωB97M-V with the def2-TZVPD basis set) on 2 unconnected molecules or ions with the total composition C2HN3O3.

Properties
E_HOMO ... -11.431 eV
Charge ... 0
Gap between HOMO and LUMO ... 0.3589 Eh

The geometry in XYZ format:
```
9
C2HN3O3 | OMol25 | ωB97M-V with the def2-TZVPD basis set
C -1.1760 -0.2621 -0.2711
C 0.2750 -0.2220 -0.3001
H -2.2759 1.0774 1.3024
N 1.1668 -1.2566 0.0680
N 2.3790 -0.8303 0.1101
N 0.9003 0.9296 -0.5028
O -1.4242 1.0825 0.1133
O -2.0361 -1.1645 -0.3246
O 2.1911 0.6460 -0.1953
```

Among the structures shown above, one is the most stable, with the second-best lying 75.3 kcal/mol higher.